# C6H11BNO2

C6H11BNO2 as an isolated structure (ωB97M-V/def2-TZVPD, the OMol25 dataset).

* electronic energy: -12652.1941 eV
* molecular weight: 140.0 g/mol
* total charge: +1
* Kohn-Sham gap (alpha / beta): 0.2943 / 0.2943 Eh

Last column: natural (NBO) charge in e.
Cartesian coordinates (Å):
B  -2.06  0.87  0.10  0.87
C  -2.79  -1.73  0.11  -0.22
C  -1.35  -1.97  -0.17  -0.18
C  -3.39  -0.53  0.22  -0.32
C  -0.13  -1.34  -0.25  -0.05
C  -0.05  1.04  0.17  0.28
C  0.84  2.22  0.21  -0.72
N  0.50  -0.16  -0.09  -0.50
O  -2.46  2.04  -0.26  -0.91
O  3.27  -0.66  0.03  -0.97
H  -3.42  -2.66  0.01  0.24
H  -1.33  -3.08  -0.28  0.24
H  -4.29  -0.17  0.54  0.22
H  0.60  -2.09  -0.33  0.22
H  0.47  3.13  0.64  0.27
H  1.01  2.53  -0.78  0.27
H  1.86  1.86  0.72  0.25
H  4.18  -0.29  0.37  0.51
H  1.53  -0.14  -0.20  0.46
H  -3.41  2.26  -0.55  0.55
H  3.55  -1.30  -0.59  0.49